(1)
ORCA calculation (the ωB97M-V functional and the def2-TZVPD basis) on a molecular structure, C31H37ClIN3O4PS2Ti.

XYZ file:
```
81
Properties=species:S:1:pos:R:3:forces:R:3
Ti 1.917 0.385 0.152 -0.2 -0.1 0.2
Cl -0.474 2.201 1.722 0.0 0.0 0.1
C -1.120 3.227 0.489 0.1 -0.1 -0.1
C -1.541 4.505 0.812 0.0 0.0 0.0
C -2.073 5.314 -0.181 0.0 0.0 0.0
C -2.182 4.838 -1.478 0.0 0.0 -0.1
C -1.748 3.557 -1.787 -0.1 0.0 0.0
C -1.202 2.730 -0.811 0.0 0.0 0.0
P -0.573 1.048 -1.167 0.0 0.0 0.0
C -0.527 1.005 -2.992 0.1 0.0 -0.1
C -1.282 0.103 -3.735 0.0 0.0 0.0
C -1.155 0.052 -5.118 0.0 0.0 0.0
C -0.273 0.900 -5.769 0.0 0.0 0.0
C 0.483 1.804 -5.033 0.0 0.0 0.0
C 0.360 1.855 -3.656 0.0 0.0 0.0
C -2.032 0.004 -0.802 0.0 0.1 0.1
C -3.251 0.507 -0.351 0.1 0.0 0.0
C -4.303 -0.353 -0.073 0.0 -0.1 0.0
C -4.157 -1.722 -0.255 0.0 0.1 0.0
C -2.950 -2.231 -0.712 0.1 0.0 0.0
C -1.890 -1.374 -0.971 0.0 -0.1 0.1
H -1.447 4.852 1.832 0.0 0.0 0.0
H -2.398 6.317 0.062 0.0 0.0 0.0
H -2.596 5.465 -2.256 0.0 0.0 0.0
H -1.832 3.198 -2.804 0.0 0.0 0.0
H -1.973 -0.571 -3.245 0.0 0.1 -0.1
H -1.748 -0.656 -5.682 0.0 0.0 0.0
H -0.167 0.852 -6.845 0.0 0.0 0.0
H 1.188 2.461 -5.525 0.0 0.0 0.0
H 0.962 2.557 -3.092 0.0 0.0 0.0
H -3.374 1.573 -0.203 0.0 0.0 0.0
H -5.241 0.048 0.289 0.0 0.0 0.0
H -4.981 -2.388 -0.037 0.0 0.0 0.0
H -2.817 -3.297 -0.853 0.0 0.0 0.0
H -0.948 -1.784 -1.321 0.0 0.0 0.0
C -2.006 -0.893 2.973 0.1 0.1 0.0
C -0.615 -1.155 3.555 0.0 -0.1 -0.2
C -0.503 -0.572 4.953 0.1 0.1 0.0
C -0.341 -2.662 3.581 0.0 0.0 0.0
N 0.399 -0.400 2.777 -0.2 0.0 0.1
N 0.506 -0.828 1.411 -0.2 0.0 -0.2
H -2.763 -1.221 3.687 0.0 0.0 0.0
H -2.177 -1.451 2.048 0.0 0.0 -0.1
H -2.159 0.170 2.777 0.0 0.0 0.0
H -1.154 -1.108 5.645 0.0 0.0 0.0
H -0.788 0.483 4.946 0.0 0.0 0.0
H 0.537 -0.664 5.274 -0.1 0.0 0.2
H -1.098 -3.168 4.185 0.0 0.0 0.0
H 0.644 -2.867 4.005 0.0 0.0 0.0
H -0.407 -3.093 2.577 0.0 0.0 0.0
H 1.320 -0.537 3.203 0.0 -0.1 0.0
H -0.437 -0.803 1.025 0.0 0.0 0.0
H 0.787 -1.807 1.360 0.0 -0.1 0.0
N 4.805 1.137 2.206 0.2 0.1 -0.2
C 3.498 1.314 2.595 -0.4 -0.2 0.3
O 2.611 0.783 1.706 0.3 0.2 0.0
C 3.049 1.784 3.760 0.0 0.1 -0.2
I 3.199 -1.861 4.965 0.0 -0.1 -0.1
H 4.989 1.363 1.236 0.0 -0.1 0.0
H 5.474 1.495 2.868 0.0 0.0 -0.1
H 2.009 1.676 4.024 0.0 0.0 0.0
H 3.735 2.174 4.495 0.0 0.0 0.0
C 2.787 -1.535 -0.185 0.0 0.1 0.0
C 1.845 -2.432 -0.902 0.0 -0.1 0.0
C 1.229 -3.505 -0.237 0.0 0.1 0.0
C 0.325 -4.339 -0.880 0.0 0.0 0.0
C 0.018 -4.137 -2.219 0.0 -0.1 0.0
C 0.639 -3.101 -2.904 0.0 0.1 0.0
C 1.536 -2.259 -2.261 -0.1 0.0 0.0
H 3.664 -1.292 -0.779 0.0 0.0 0.0
H 3.094 -1.931 0.784 0.0 0.0 0.0
H 1.505 -3.711 0.792 0.0 0.0 0.0
H -0.124 -5.161 -0.335 0.0 0.0 0.0
H -0.678 -4.792 -2.728 0.0 0.0 0.0
H 0.421 -2.935 -3.953 0.0 0.0 0.0
H 2.005 -1.453 -2.808 0.0 0.0 0.0
O 2.296 0.539 -1.884 0.0 0.0 -0.2
S 3.324 1.651 -1.686 0.1 -0.2 -0.1
O 3.830 2.160 -2.926 0.0 0.1 0.0
O 4.287 1.049 -0.753 0.2 0.1 0.0
S 2.231 2.914 -0.578 -0.1 0.0 0.1
```
Positions in Å, forces in eV/Å.

Energy relative to the best compared isomer or geometry (same formula, charge and spin)   66.2 kJ/mol
Strongest force on any atom   0.54 eV/Å
Orbital gap   6.08 eV
Total charge   -1
LUMO energy   2.02 eV

(2)
ORCA calculation (the ωB97M-V functional and the def2-TZVPD basis) on a molecular structure, C11H13CdGeNO4.

XYZ file:
```
31
Properties=species:S:1:pos:R:3:forces:R:3
Cd -0.600 0.030 -0.324 -0.2 0.2 -0.1
O 1.254 0.174 -4.523 -0.2 0.0 0.0
C 0.786 0.005 -3.380 0.3 0.3 0.2
O 0.394 0.847 -2.539 0.0 -0.1 -0.3
C 0.721 -1.453 -2.899 0.0 -0.1 0.0
C 0.783 -2.520 -3.784 0.1 -0.1 0.0
C 0.685 -3.809 -3.277 0.0 0.1 0.0
C 0.551 -4.000 -1.909 0.1 0.0 -0.1
C 0.500 -2.882 -1.091 0.0 0.0 0.0
N 0.586 -1.651 -1.588 -0.6 0.1 -0.1
C 0.335 -2.980 0.433 0.4 0.2 0.1
O 0.615 -4.081 0.938 -0.2 0.0 0.0
O -0.009 -1.908 0.993 0.0 -0.4 0.0
H 0.899 -2.309 -4.837 0.0 0.0 0.0
H 0.717 -4.662 -3.947 0.0 0.0 0.0
H 0.481 -4.977 -1.452 0.0 0.0 0.0
C 0.933 3.046 1.415 0.0 0.1 -0.1
Ge -0.854 2.217 1.800 -0.3 -0.2 0.4
C -1.727 3.604 2.959 0.0 0.2 0.0
C -0.341 0.842 3.141 0.1 -0.1 0.0
C -2.023 1.452 0.486 0.8 -0.1 -0.1
H 1.416 3.418 2.329 0.0 0.0 0.0
H 0.858 3.866 0.695 0.0 0.0 0.0
H 1.568 2.275 0.969 0.0 0.0 0.0
H -1.060 3.906 3.778 -0.1 0.0 -0.1
H -2.641 3.181 3.388 0.1 0.0 0.0
H -2.002 4.500 2.389 0.0 -0.1 0.0
H 0.190 1.280 3.995 0.0 0.0 0.0
H 0.306 0.090 2.680 0.0 0.0 0.1
H -1.227 0.317 3.507 0.0 0.0 0.0
H -2.095 2.178 -0.343 -0.1 0.0 0.0
```
Positions in Å, forces in eV/Å.

Strongest force on any atom   0.79 eV/Å
Orbital gap   5.26 eV
Total charge   -2
LUMO energy   5.18 eV

(3)
ORCA calculation (the ωB97M-V functional and the def2-TZVPD basis) on a molecular structure, C7H16N4O.

XYZ file:
```
28
Properties=species:S:1:pos:R:3:forces:R:3
C -2.508 -1.116 -0.092 -1.5 0.2 -1.2
C -6.820 0.304 -0.029 -2.0 1.4 2.4
C 2.659 0.220 -1.495 -1.3 -1.8 -1.7
C 2.702 1.266 0.587 -2.5 2.7 3.1
C -0.126 1.242 -0.411 2.2 2.0 -0.6
C -1.308 -1.858 0.294 0.0 -1.5 1.6
C -0.175 -1.128 1.027 -1.9 -4.1 2.0
N -3.535 -0.711 -0.456 1.6 -0.3 0.8
N -6.115 0.087 -1.010 1.8 -2.0 -4.1
N 2.069 0.198 -0.169 -1.2 0.2 0.3
N 0.618 0.015 -0.341 1.9 3.3 -0.9
O -7.347 0.633 0.927 0.3 -0.6 -0.9
H 2.216 -0.620 -2.087 0.4 0.7 0.4
H 2.487 1.158 -2.014 0.2 0.1 0.3
H 3.640 -0.022 -1.239 2.1 0.0 -0.8
H 3.709 1.289 0.344 1.8 0.2 -0.7
H 2.181 2.214 0.373 0.6 -0.2 -0.2
H 2.672 1.192 1.724 -0.4 -0.6 -1.5
H -1.105 1.062 -0.761 -1.1 -0.5 -0.1
H -0.157 1.947 0.493 0.2 -1.4 -0.8
H 0.365 1.867 -1.204 -0.4 -0.1 0.4
H -0.903 -2.510 -0.548 -0.7 1.1 0.7
H -1.796 -2.636 1.012 0.8 0.9 -0.9
H -0.312 -0.254 1.679 0.0 -0.7 -0.4
H 0.701 -1.820 1.075 -0.7 1.0 0.4
H -5.104 -0.209 -0.746 0.0 0.2 -0.2
H -6.364 -0.233 -2.040 0.0 1.0 2.9
H 2.400 -0.592 0.369 -0.4 -1.3 -0.4
```
Positions in Å, forces in eV/Å.

Multiplicity   3
Strongest force on any atom   4.94 eV/Å
Orbital gap (spin up / spin down)   6.25 / 9.09 eV
Total charge   +2
LUMO energy (spin up / spin down)   -6.37 / -9.15 eV

(4)
ORCA calculation (the ωB97M-V functional and the def2-TZVPD basis) on a single CH6N4 molecule.

XYZ file:
```
11
Properties=species:S:1:pos:R:3:forces:R:3
H 0.593 1.688 -0.341 -1.0 0.1 0.9
N -0.361 1.505 0.029 0.0 -0.6 -0.4
C -0.551 0.243 0.069 1.1 -3.7 -1.6
N -1.800 -0.404 -0.061 -0.1 -2.5 1.5
N 0.594 -0.733 -0.064 -2.1 -0.8 -0.6
N 1.841 -0.120 -0.006 -0.2 -1.1 4.5
H -2.046 -1.520 0.288 1.3 4.9 -1.2
H -2.558 0.275 -0.121 0.1 -0.7 0.3
H 0.592 -1.845 -0.106 -0.4 3.8 0.1
H 1.940 0.595 -0.670 0.1 1.0 -1.2
H 1.757 0.318 0.984 1.3 -0.3 -2.3
```
Positions in Å, forces in eV/Å.

Energy relative to the best compared isomer or geometry (same formula, charge and spin)   170.7 kJ/mol
Structure (SMILES)   [H]/N=C(/N)NN
Strongest force on any atom   5.21 eV/Å
Orbital gap   9.88 eV
Total charge   0
LUMO energy   0.80 eV

(5)
ORCA calculation (the ωB97M-V functional and the def2-TZVPD basis) on 7 unconnected molecules or ions with the total composition C9H32O9.

XYZ file:
```
50
Properties=species:S:1:pos:R:3:forces:R:3
O -4.058 1.919 2.161 0.5 -0.4 -0.1
C -3.939 1.105 0.993 -0.6 1.3 -1.7
C -2.745 1.625 0.096 -1.3 -2.5 1.4
O -1.577 1.170 0.758 1.5 1.1 -0.2
H -4.474 1.402 2.855 0.0 0.1 0.0
H -3.896 0.031 1.179 0.7 -0.1 0.3
H -4.873 1.179 0.435 -0.1 0.3 -0.3
H -2.828 2.689 -0.126 0.4 0.1 0.6
H -2.712 1.095 -0.856 -0.7 0.1 -0.2
H -1.762 0.620 1.523 -0.4 0.0 0.2
O 3.328 -0.157 1.285 0.4 -0.3 -0.1
C 4.502 -0.480 0.571 0.0 -2.0 0.0
C 4.269 -1.582 -0.491 0.1 1.5 -0.3
O 3.743 -0.922 -1.636 0.1 -0.1 -1.0
H 2.768 0.145 0.567 -0.6 0.4 0.2
H 4.920 0.436 0.153 0.2 -0.3 -0.4
H 5.260 -0.990 1.167 -0.2 0.6 1.0
H 3.559 -2.390 -0.316 0.3 0.0 1.1
H 5.256 -1.983 -0.725 0.1 -0.2 -0.1
H 4.171 -1.376 -2.366 -0.3 0.3 -0.5
C 1.666 2.498 1.514 -1.5 -1.6 -0.6
O 0.522 3.259 1.285 -0.4 2.6 0.3
H 1.474 1.682 0.818 1.2 -0.5 -0.3
H 2.568 3.064 1.282 -0.2 -0.1 0.2
H 1.637 2.022 2.494 0.6 0.3 0.4
H -0.310 2.789 1.375 0.2 -0.7 0.0
C 0.435 -1.445 -0.140 0.7 -0.2 -1.3
O -0.687 -2.129 0.305 -0.8 -0.2 0.7
H 1.173 -2.193 -0.430 0.4 0.1 0.3
H 0.194 -0.947 -1.078 0.1 0.6 0.0
H 0.828 -0.749 0.601 0.1 0.0 -0.1
H -1.084 -1.533 0.944 -0.7 -0.2 0.2
C -3.367 -1.684 -3.096 0.9 -1.1 -0.3
O -3.662 -1.348 -1.770 -0.6 0.7 0.5
H -2.436 -1.203 -3.395 -0.2 0.3 -0.5
H -3.150 -2.752 -3.104 0.0 -0.3 -0.4
H -4.172 -1.515 -3.811 -0.1 0.4 0.4
H -2.807 -1.280 -1.340 0.0 -0.1 0.4
C -1.154 -1.705 3.561 0.2 -1.4 -0.1
O -2.022 -1.042 2.631 0.8 0.3 0.3
H -1.231 -2.789 3.468 -0.7 -0.2 0.0
H -0.104 -1.624 3.281 -0.1 1.0 -0.2
H -1.292 -1.482 4.619 -0.2 0.6 -0.2
H -2.950 -1.223 2.801 0.1 -0.3 0.2
C 1.775 1.856 -3.623 -1.7 0.4 0.0
O 2.185 1.509 -2.351 0.9 -0.6 1.2
H 2.076 2.888 -3.804 0.6 -0.3 -0.6
H 1.991 1.067 -4.344 0.5 0.5 -0.5
H 0.688 1.917 -3.579 -0.5 0.0 -0.4
H 2.302 0.556 -2.339 0.2 -0.1 0.4
```
Positions in Å, forces in eV/Å.

Energy relative to the best compared isomer or geometry (same formula, charge and spin)   206.7 kJ/mol
Structure (SMILES)   OCCO.OCCO.CO.CO.CO.CO.CO
Strongest force on any atom   3.13 eV/Å
Orbital gap   9.36 eV
Total charge   0
LUMO energy   0.23 eV

(6)
ORCA calculation (the ωB97M-V functional and the def2-TZVPD basis) on a molecular structure, C7H9ClNPS2.

XYZ file:
```
21
Properties=species:S:1:pos:R:3:forces:R:3
C -2.322 1.376 1.066 -1.5 1.3 0.7
C -1.510 1.259 2.174 0.4 1.1 0.9
C -1.805 1.232 -0.198 0.8 -0.8 0.1
C -0.162 1.063 1.975 1.5 0.5 1.9
C -0.463 0.923 -0.389 -1.1 -0.1 0.3
C 0.362 0.883 0.725 0.3 -0.3 -1.3
C 0.100 -2.355 -1.932 -0.6 -0.3 -1.3
N 1.368 -2.042 -1.360 1.6 -2.4 -0.1
P 2.106 0.543 0.558 0.9 -1.7 -1.9
S 2.911 -0.267 2.107 -0.1 0.2 -0.4
S 2.286 -0.733 -1.775 -0.3 1.2 2.3
Cl 3.025 2.199 -0.179 -0.1 0.2 0.1
H -3.345 1.793 1.228 0.7 -0.8 -0.3
H -1.813 1.592 3.184 -0.2 -0.6 -0.7
H -2.416 1.243 -1.057 -0.8 0.3 -0.8
H 0.597 1.192 2.800 -1.2 -0.5 -0.7
H -0.193 0.639 -1.386 0.7 0.3 -0.2
H 0.151 -2.785 -2.992 -0.1 1.5 0.7
H -0.151 -3.293 -1.450 -1.0 0.2 0.8
H -0.566 -1.480 -1.759 -0.1 -1.2 -0.5
H 1.841 -2.982 -1.340 0.3 1.8 0.5
```
Positions in Å, forces in eV/Å.

Energy relative to the best compared isomer or geometry (same formula, charge and spin)   17.6 kJ/mol
Strongest force on any atom   2.88 eV/Å
Orbital gap   7.34 eV
Total charge   0
LUMO energy   -0.79 eV